Here is one molecule with the formula C6H14OS in a non-equilibrium geometry from the Open Molecules 2025 dataset. Energies are from ωB97M-V/def2-TZVPD.

Last column: natural (NBO) charge in e.
CARTESIAN COORDINATES (ANGSTROEM)
C1 -1.875 0.910 1.305  -0.637
C2 1.414 -1.006 -0.945  -0.670
C3 0.540 1.252 -1.633  -0.668
C4 1.201 0.796 0.828  -0.672
C5 -1.151 -1.795 0.921  -0.832
C6 0.751 0.231 -0.469  -0.051
O1 -2.108 -0.252 -0.957  -0.978
S1 -1.267 -0.140 0.221  1.461
H1 -2.447 1.757 0.936  0.224
H2 -1.588 1.041 2.290  0.211
H3 2.343 -0.794 -1.343  0.215
H4 1.379 -1.824 -0.147  0.196
H5 0.947 -1.395 -1.871  0.219
H6 1.208 1.162 -2.465  0.208
H7 0.498 2.274 -1.243  0.205
H8 -0.386 1.179 -2.161  0.233
H9 0.431 1.485 1.044  0.210
H10 1.278 0.016 1.692  0.195
H11 2.202 1.164 0.916  0.220
H12 -0.514 -2.231 0.150  0.247
H13 -0.682 -1.599 1.881  0.225
H14 -2.175 -2.230 1.050  0.238

Summary:
Gap between HOMO and LUMO (spin up / spin down) (eV): 5.10 / 7.69
Expectation value of S²: 2.012
2S+1: 3

---

Here is a 2-piece molecular cluster, C6H14OSi overall in a non-equilibrium geometry from the Open Molecules 2025 dataset. Energies are from ωB97M-V/def2-TZVPD.

Last column: natural (NBO) charge in e.
CARTESIAN COORDINATES (ANGSTROEM)
C1 -2.053 0.549 1.434  -1.130
Si1 -1.153 -0.710 0.225  1.843
C2 0.347 -1.695 0.876  -1.139
C3 -2.590 -1.983 -0.368  -1.062
O1 -0.669 0.167 -0.978  -1.118
H1 -2.982 0.138 1.881  0.232
H2 -1.422 1.141 2.144  0.237
H3 -2.502 1.335 0.743  0.240
H4 1.330 -1.143 1.033  0.236
H5 -0.006 -2.142 1.748  0.230
H6 0.775 -2.352 0.102  0.245
H7 -3.489 -1.554 -0.306  0.212
H8 -2.414 -2.504 -1.341  0.236
H9 -2.542 -2.894 0.383  0.220
H10 0.172 0.560 -1.069  0.513
C4 2.168 1.466 -2.002  -0.563
C5 2.634 2.010 -0.954  0.146
C6 3.262 2.303 0.146  -0.510
H11 1.638 2.057 -2.650  0.233
H12 2.532 0.448 -2.361  0.236
H13 3.079 1.629 0.957  0.227
H14 3.885 3.174 0.356  0.237

Summary:
Gap between HOMO and LUMO (eV): 9.86
Structure (SMILES): C[Si](C)(C)O.C=C=C

---

Here is a 2-piece molecular cluster, C6H14P overall in a non-equilibrium geometry from the Open Molecules 2025 dataset. Energies are from ωB97M-V/def2-TZVPD.

Last column: natural (NBO) charge in e.
CARTESIAN COORDINATES (ANGSTROEM)
C1 4.010 0.284 -0.499  -0.498
C2 2.938 0.151 0.186  -0.086
C3 -2.567 0.022 -0.949  -0.935
C4 -0.946 -1.825 0.557  -0.871
C5 -1.036 1.030 1.409  -0.980
C6 0.284 0.572 -1.177  -0.695
P1 -0.958 0.028 -0.079  1.440
H1 5.013 0.077 -0.204  0.246
H2 4.145 1.035 -1.265  0.241
H3 2.307 -0.172 1.003  0.207
H4 -3.400 0.315 -0.289  0.273
H5 -2.728 -0.959 -1.426  0.274
H6 -2.496 0.708 -1.722  0.260
H7 -1.164 -2.507 -0.349  0.264
H8 -1.761 -1.910 1.238  0.251
H9 -0.018 -2.193 1.016  0.261
H10 -1.559 2.061 1.186  0.285
H11 -0.092 1.133 1.991  0.285
H12 -1.579 0.472 2.101  0.262
H13 1.208 0.013 -1.427  0.267
H14 0.398 1.664 -1.302  0.248

Summary:
Gap between HOMO and LUMO (spin up / spin down) (eV): 6.39 / 10.47
Total charge: +1

---

Here is one molecule with the formula C6H14P2 in a non-equilibrium geometry from the Open Molecules 2025 dataset. Energies are from ωB97M-V/def2-TZVPD.

Last column: natural (NBO) charge in e.
CARTESIAN COORDINATES (ANGSTROEM)
C1 -0.189 0.664 1.067  -0.789
C2 0.766 0.129 0.030  -0.365
C3 2.112 -0.326 0.479  -0.614
C4 0.923 1.276 -0.949  -0.613
C5 -2.624 1.167 -0.580  -0.957
C6 -0.074 -2.580 0.280  -0.948
P1 -1.821 -0.206 0.493  0.618
P2 -0.338 -1.135 -0.864  0.557
H1 -0.101 0.092 1.968  0.220
H2 -0.072 1.734 1.085  0.228
H3 2.535 -1.030 -0.215  0.208
H4 2.127 -0.745 1.489  0.214
H5 2.705 0.599 0.503  0.212
H6 1.154 2.245 -0.399  0.201
H7 0.000 1.413 -1.529  0.206
H8 1.721 1.256 -1.615  0.217
H9 -2.979 0.617 -1.443  0.241
H10 -1.896 1.867 -0.933  0.217
H11 -3.484 1.680 -0.139  0.241
H12 -0.975 -3.209 0.120  0.246
H13 -0.073 -2.324 1.337  0.233
H14 0.583 -3.185 -0.186  0.228

Summary:
Gap between HOMO and LUMO (spin up / spin down) (eV): 4.41 / 5.92
Expectation value of S²: 2.008
2S+1: 3

---

Here is a 2-piece molecular cluster, C6H14Si overall in a non-equilibrium geometry from the Open Molecules 2025 dataset. Energies are from ωB97M-V/def2-TZVPD.

Last column: natural (NBO) charge in e.
CARTESIAN COORDINATES (ANGSTROEM)
C1 -1.777 -0.892 -1.287  -0.409
C2 -1.975 -0.345 -0.082  -0.319
C3 -2.326 -1.173 1.117  -0.652
Si1 -1.540 1.577 0.240  0.788
H1 -1.640 -0.227 -2.106  0.202
H2 -2.171 -1.835 -1.382  0.190
H3 -2.813 -2.309 0.889  0.207
H4 -1.280 -1.400 1.640  0.229
H5 -2.983 -0.587 1.721  0.213
H6 -0.734 2.106 -0.926  -0.157
H7 -0.643 1.888 1.524  -0.135
H8 -2.783 2.357 0.094  -0.156
C4 1.660 -0.800 -0.914  -0.399
C5 2.375 0.283 -0.641  -0.190
C6 3.220 0.657 0.576  -0.661
H9 1.042 -1.016 -1.824  0.210
H10 1.569 -1.643 -0.237  0.188
H11 2.503 1.090 -1.320  0.189
H12 2.793 1.515 1.317  0.226
H13 4.283 0.903 0.205  0.225
H14 3.221 -0.149 1.395  0.211

Summary:
Gap between HOMO and LUMO (eV): 10.31
Structure (SMILES): C=C(C)[SiH3].C=CC

---

Here is one molecule with the formula C6H14Si in a non-equilibrium geometry from the Open Molecules 2025 dataset. Energies are from ωB97M-V/def2-TZVPD.

Last column: natural (NBO) charge in e.
CARTESIAN COORDINATES (ANGSTROEM)
C1 0.629 0.582 -1.894  -0.607
C2 0.146 0.806 -0.482  -0.374
C3 -0.385 2.201 -0.114  -0.609
C4 1.301 0.327 0.434  -0.865
Si1 -0.118 -0.785 0.544  1.503
C5 0.052 -2.491 -0.326  -1.063
C6 -1.496 -0.681 1.824  -1.094
H1 -0.222 0.977 -2.508  0.213
H2 0.886 -0.490 -1.938  0.199
H3 1.559 1.115 -2.147  0.187
H4 -1.079 2.708 -0.767  0.214
H5 0.534 2.704 -0.176  0.196
H6 -0.635 2.168 0.973  0.205
H7 2.115 0.143 -0.127  0.226
H8 1.623 0.994 1.243  0.233
H9 0.401 -3.142 0.514  0.235
H10 -0.985 -2.859 -0.565  0.241
H11 0.732 -2.347 -1.079  0.229
H12 -1.265 0.145 2.491  0.246
H13 -2.498 -0.661 1.513  0.247
H14 -1.296 -1.413 2.588  0.237

Summary:
Gap between HOMO and LUMO (eV): 8.96
Structure (SMILES): CC1(C)C[Si]1(C)C

---

Computed values of E_tot (unit: eV) for the preceding records, in sequence: -19324.39026 -16372.44186 -15726.03930 -25020.49600 -14322.94123 -14324.91672.
Computed values of energy relative to the best compared isomer or geometry (same formula, charge and spin) (unit: kcal/mol) for the preceding records, in sequence: 41.5 78.4 136.0 25.4 83.7 38.2.